The following is a quantum chemistry calculation of a cluster of 2 separate species, C4H10O2 in total, from the OMol25 dataset.

Computed properties:
Frontier orbital gap = 9.9 eV
HOMO = -9.0 eV
SMILES = C=CO.CCO

Last column: natural (NBO) charge in e.
Element x y z (Å)
C (2.418, -1.566, 0.524)  -0.064
O (2.248, -1.318, -0.875)  -0.729
C (2.322, -0.168, 1.210)  -0.619
H (3.353, -2.076, 0.730)  0.164
H (1.553, -2.065, 0.957)  0.160
H (2.957, -1.743, -1.359)  0.468
H (3.194, 0.407, 0.912)  0.204
H (2.315, -0.371, 2.292)  0.196
H (1.359, 0.296, 1.007)  0.218
C (-3.634, 0.696, -1.348)  -0.559
C (-2.921, 1.137, -0.281)  0.179
O (-1.955, 2.071, -0.342)  -0.697
H (-4.294, -0.070, -0.935)  0.206
H (-3.880, 1.348, -2.171)  0.206
H (-3.054, 0.684, 0.691)  0.177
H (-1.982, 2.739, -1.013)  0.488

Atoms 1-2, force components in eV/Å:
C -1.0 2.3 0.1
O 0.0 -0.5 0.1

***

The following is a quantum chemistry calculation of a cluster of 2 separate species, C4H10O2 in total, from the OMol25 dataset.

Computed properties:
Frontier orbital gap = 9.6 eV
HOMO = -9.0 eV
SMILES = C/C=C(/C)O.O

Last column: natural (NBO) charge in e.
Element x y z (Å)
C (-0.663, -0.285, 2.232)  -0.651
C (0.230, -0.329, 1.025)  -0.267
C (-0.127, -0.664, -0.209)  0.289
O (-1.423, -0.903, -0.610)  -0.708
C (0.914, -0.901, -1.277)  -0.659
H (-0.672, -1.269, 2.705)  0.216
H (-0.388, 0.545, 2.870)  0.226
H (-1.687, -0.079, 1.925)  0.211
H (1.291, -0.158, 1.174)  0.202
H (-1.843, -1.518, -0.001)  0.484
H (1.821, -1.341, -0.887)  0.229
H (0.553, -1.401, -2.178)  0.236
H (1.240, 0.058, -1.682)  0.192
H (0.101, 2.637, -1.003)  0.468
H (1.268, 1.705, -1.026)  0.462
O (1.063, 2.639, -0.912)  -0.930

Atoms 1-2, force components in eV/Å:
C -0.3 0.2 -1.0
C 0.0 -0.1 0.1

***

The following is a quantum chemistry calculation of a cluster of 2 separate species, C4H10O2 in total, from the OMol25 dataset.

Computed properties:
Frontier orbital gap = 9.7 eV
HOMO = -8.7 eV

Last column: natural (NBO) charge in e.
Element x y z (Å)
C (1.778, 1.174, -0.059)  -0.257
O (1.089, 0.052, 0.518)  -0.527
C (0.960, -1.005, -0.248)  0.263
C (0.172, -2.016, 0.541)  -0.779
C (-1.805, 0.660, -0.684)  -0.254
O (-1.366, 1.456, 0.395)  -0.728
H (2.790, 1.208, 0.352)  0.192
H (1.807, 1.054, -1.143)  0.208
H (1.215, 2.063, 0.225)  0.207
H (-0.967, 0.245, -1.270)  0.165
H (0.824, -2.878, 0.726)  0.251
H (-0.640, -2.389, -0.094)  0.242
H (-0.229, -1.652, 1.497)  0.201
H (-2.396, 1.301, -1.342)  0.186
H (-2.440, -0.177, -0.355)  0.159
H (-0.792, 0.903, 0.943)  0.471

Atoms 1-2, force components in eV/Å:
C 0.2 0.3 -0.1
O 0.0 -0.4 -0.3

***

The following is a quantum chemistry calculation of a cluster of 2 separate species, C4H10O2 in total, from the OMol25 dataset.

Computed properties:
Frontier orbital gap = 9.2 eV
HOMO = -8.5 eV

Last column: natural (NBO) charge in e.
Element x y z (Å)
C (2.980, -0.149, -0.025)  -0.248
O (1.743, 0.487, -0.214)  -0.532
C (0.688, -0.230, 0.378)  -0.088
C (-0.615, 0.511, 0.099)  -0.088
O (-1.557, -0.425, -0.437)  -0.515
C (-2.684, 0.132, -0.876)  -0.106
H (3.735, 0.446, -0.543)  0.196
H (3.243, -0.214, 1.043)  0.164
H (2.976, -1.168, -0.443)  0.166
H (0.610, -1.241, -0.053)  0.181
H (0.864, -0.343, 1.461)  0.165
H (-1.048, 0.949, 1.007)  0.179
H (-0.435, 1.308, -0.629)  0.209
H (-3.777, -0.046, 0.482)  0.050
H (-3.431, 0.657, 0.070)  0.112
H (-3.294, -0.673, -1.319)  0.154

Atoms 1-2, force components in eV/Å:
C 0.3 -0.1 0.0
O 0.0 0.1 0.0

***

The following is a quantum chemistry calculation of a cluster of 2 separate species, C4H10O2 in total, from the OMol25 dataset.

Computed properties:
Frontier orbital gap = 11.0 eV
HOMO = -9.9 eV
SMILES = C1CO1.CCO

Last column: natural (NBO) charge in e.
Element x y z (Å)
C (-2.306, -1.052, 0.043)  -0.632
C (-1.604, 0.228, -0.334)  -0.058
O (-0.675, 0.669, 0.629)  -0.750
C (1.950, 0.506, -0.624)  -0.127
C (2.502, 0.466, 0.700)  -0.109
O (1.651, -0.600, 0.332)  -0.515
H (-1.572, -1.852, 0.132)  0.201
H (-3.060, -1.348, -0.694)  0.208
H (-2.787, -0.923, 1.011)  0.209
H (-2.346, 1.017, -0.445)  0.169
H (-1.136, 0.086, -1.316)  0.141
H (1.216, 1.274, -0.867)  0.213
H (2.513, 0.138, -1.462)  0.190
H (2.104, 1.175, 1.413)  0.193
H (3.537, 0.204, 0.813)  0.184
H (0.032, -0.005, 0.688)  0.483

Atoms 1-2, force components in eV/Å:
C 0.0 -0.2 0.3
C -0.3 0.2 -0.4

***

The following is a quantum chemistry calculation of an isolated molecule of C4H10O2, from the OMol25 dataset.

Computed properties:
Frontier orbital gap = 10.7 eV
HOMO = -9.9 eV
SMILES = CC[C@@H](O)CO

Last column: natural (NBO) charge in e.
Element x y z (Å)
C (1.009, 1.524, -1.297)  -0.603
C (0.682, 0.040, -1.067)  -0.412
C (-0.109, -0.091, 0.237)  0.076
O (-1.320, 0.633, 0.179)  -0.727
C (-0.474, -1.424, 0.897)  -0.085
O (-1.010, -0.978, 2.170)  -0.748
H (1.595, 1.687, -2.209)  0.207
H (0.087, 2.107, -1.368)  0.223
H (1.589, 1.926, -0.457)  0.200
H (0.159, -0.364, -1.943)  0.205
H (1.619, -0.524, -0.964)  0.203
H (0.552, 0.350, 1.001)  0.151
H (-1.657, 0.459, 1.077)  0.476
H (0.417, -2.045, 1.060)  0.177
H (-1.230, -2.007, 0.358)  0.176
H (-1.908, -1.294, 2.328)  0.481

Atoms 1-2, force components in eV/Å:
C 0.0 0.0 0.0
C -0.1 -0.1 0.1

***

The following is a quantum chemistry calculation of an isolated molecule of C4H10O2, from the OMol25 dataset.

Computed properties:
Frontier orbital gap = 10.7 eV
HOMO = -9.9 eV
SMILES = CC(C)(O)CO

Last column: natural (NBO) charge in e.
Element x y z (Å)
C (0.304, 1.617, -0.152)  -0.624
C (-0.117, 0.187, 0.238)  0.211
C (0.831, -0.334, 1.330)  -0.633
O (-1.460, 0.066, 0.669)  -0.736
C (-0.121, -0.627, -1.062)  -0.088
O (-0.888, -1.844, -0.821)  -0.743
H (-0.414, 2.093, -0.828)  0.216
H (0.409, 2.240, 0.739)  0.219
H (1.285, 1.616, -0.659)  0.210
H (1.882, -0.254, 1.026)  0.203
H (0.697, 0.262, 2.242)  0.219
H (0.617, -1.377, 1.583)  0.218
H (-1.646, -0.853, 0.325)  0.479
H (-0.638, -0.013, -1.808)  0.179
H (0.902, -0.842, -1.397)  0.182
H (-1.643, -1.936, -1.425)  0.487

Atoms 1-2, force components in eV/Å:
C -0.2 0.0 0.2
C 0.4 0.1 -0.3

***

The following is a quantum chemistry calculation of an isolated molecule of C4H10O2, from the OMol25 dataset.

Computed properties:
Frontier orbital gap = 10.9 eV
HOMO = -9.8 eV
SMILES = CCOCCO

Last column: natural (NBO) charge in e.
Element x y z (Å)
C (1.953, 0.572, -1.383)  -0.632
C (0.733, -0.391, -1.296)  -0.054
C (-0.892, -0.581, 0.525)  -0.086
C (-1.403, -0.039, 1.808)  -0.090
H (2.606, 0.273, -2.205)  0.209
H (1.661, 1.616, -1.514)  0.229
H (2.681, 0.444, -0.467)  0.216
H (0.891, -1.481, -0.813)  0.173
H (0.187, -0.586, -2.195)  0.181
H (-0.282, -1.547, 0.713)  0.159
H (-1.753, -0.929, -0.111)  0.168
H (-0.512, 0.199, 2.428)  0.160
H (-2.033, -0.748, 2.491)  0.201
H (-1.569, 1.729, 0.841)  0.485
O (-0.133, 0.329, -0.290)  -0.585
O (-2.135, 1.141, 1.468)  -0.733

Atoms 1-2, force components in eV/Å:
C 1.4 -1.8 1.0
C 0.1 -0.1 3.8